[1]
{
  "formula": "CH4N2O2",
  "method": "ωB97M-V with the def2-TZVPD basis set",
  "fmax_ha_per_bohr": 0.0668,
  "lumo_energy_ev": 0.9679,
  "homo_energy_ev": -9.1,
  "total_energy_ev": -8172.6012,
  "total_charge": 0,
  "species": ["C", "N", "O", "N", "O", "H", "H", "H", "H"],
  "positions_angstrom": [[-0.80533, -0.50260, -0.10879], [0.64700, -0.53504, 0.09595], [1.17851, -1.47533, 0.61008], [1.34017, 0.44796, -0.41399], [2.69159, 0.30180, -0.17237], [-0.88098, 0.45769, -0.52568], [-1.27429, -1.18882, -0.87082], [-1.27010, -0.49626, 0.82429], [3.17473, 1.06012, -0.64360]],
  "forces_ev_per_angstrom": [[0.348, 0.495, -2.063], [2.206, 1.550, -2.129], [0.745, -2.693, 1.852], [-1.685, 0.640, -0.165], [0.452, 0.274, -0.385], [-0.829, 1.477, -0.570], [1.226, 0.110, 1.132], [-0.726, -0.430, 1.468], [-1.737, -1.424, 0.859]],
  "nbo_charge": [-0.45, 0.29, -0.44, -0.04, -0.54, 0.23, 0.24, 0.22, 0.49]
}

=====

[2]
{
  "formula": "C19H39MnN8O6",
  "method": "ωB97M-V with the def2-TZVPD basis set",
  "spin_multiplicity": 6,
  "fmax_ha_per_bohr": 0.0038,
  "lumo_energy_ev": [-1.9865, -2.0000],
  "homo_energy_ev": [-11.9, -12.1],
  "total_energy_ev": -75858.6071,
  "total_charge": 1,
  "species": ["Mn", "C", "O", "C", "C", "O", "C", "C", "O", "C", "H", "H", "H", "H", "H", "H", "H", "H", "H", "H", "H", "H", "H", "H", "N", "N", "H", "H", "H", "H", "C", "C", "C", "C", "C", "C", "O", "N", "C", "O", "N", "C", "O", "H", "H", "H", "H", "H", "H", "H", "H", "H", "H", "H", "C", "C", "C", "C", "N", "C", "N", "N", "N", "H", "H", "H", "H", "H", "H", "H", "H", "H", "H"],
  "positions_angstrom": [[-0.59504, -1.04959, -0.77971], [2.05697, -1.43887, 1.22055], [1.51537, -1.72112, -0.06949], [2.07930, -2.87698, -0.67013], [1.50867, -2.96261, -2.06043], [0.07700, -2.92073, -2.00163], [-0.58726, -4.17731, -1.84964], [-1.34040, -4.20865, -0.55116], [-2.16846, -3.05410, -0.51192], [-3.19617, -3.17685, 0.46941], [3.14357, -1.36452, 1.15781], [1.78051, -2.21787, 1.93428], [1.64459, -0.48700, 1.54422], [1.83313, -3.76478, -0.07463], [3.16729, -2.78258, -0.71407], [1.83844, -3.87198, -2.56167], [1.80736, -2.09497, -2.64276], [0.12839, -4.99997, -1.88347], [-1.28104, -4.28720, -2.68360], [-0.66213, -4.20085, 0.31017], [-1.95090, -5.11432, -0.50431], [-3.84031, -4.02514, 0.23256], [-3.77535, -2.25832, 0.45124], [-2.76774, -3.31182, 1.46616], [-2.73663, 0.75341, -2.10985], [-2.28868, -0.60691, -2.18260], [-2.70516, 1.04218, -1.13930], [-3.68657, 0.84371, -2.44950], [-1.88718, -0.75053, -3.10391], [-3.04460, -1.27352, -2.05739], [-0.27584, 3.07304, -3.74898], [1.12495, 2.46999, -3.78306], [1.64549, 2.04610, -2.39794], [3.09279, 1.51683, -2.52586], [3.68595, 1.00637, -1.21487], [1.67059, 3.26774, -1.49614], [2.28475, 4.26683, -1.77787], [0.95774, 3.18163, -0.31614], [0.24619, 2.08643, 0.14931], [-0.29654, 2.14356, 1.24385], [0.19726, 0.97447, -0.64285], [0.79231, 0.93074, -1.84551], [0.64187, -0.12277, -2.49892], [-0.60672, 3.32661, -4.75633], [-0.29348, 3.99488, -3.16173], [-1.00584, 2.37798, -3.32247], [1.83837, 3.19000, -4.18370], [1.14825, 1.58559, -4.42084], [3.69294, 2.33581, -2.92304], [3.07981, 0.72225, -3.27334], [3.72319, 1.79373, -0.45704], [4.70754, 0.65557, -1.36667], [3.09911, 0.17290, -0.81376], [0.97559, 3.99072, 0.28927], [-1.34839, 2.91084, 4.22086], [-0.76308, 1.67305, 4.89548], [0.68874, 1.43975, 4.48263], [-1.62607, 0.43403, 4.65505], [-1.64238, -0.01780, 3.25694], [-2.40392, 0.36407, 2.22728], [-2.07302, -0.35082, 1.18160], [-1.06753, -1.14958, 1.59508], [-0.80516, -0.96428, 2.83610], [-0.77660, 3.79625, 4.50238], [-2.38745, 3.07803, 4.51769], [-1.28449, 2.82884, 3.13174], [-0.79563, 1.81611, 5.97938], [0.77072, 1.36643, 3.39672], [1.09767, 0.53182, 4.93464], [1.30440, 2.28192, 4.80154], [-2.66183, 0.61742, 4.93626], [-1.25781, -0.41203, 5.22982], [-3.16144, 1.12874, 2.27820]],
  "forces_ev_per_angstrom": [[0.125, -0.146, -0.039], [-0.042, 0.014, -0.011], [-0.016, -0.015, 0.088], [-0.017, -0.002, 0.078], [-0.036, -0.004, -0.069], [-0.038, -0.011, 0.003], [0.081, 0.017, -0.063], [-0.046, 0.041, 0.111], [-0.018, -0.018, 0.054], [0.030, 0.055, 0.012], [0.034, 0.004, -0.009], [-0.010, -0.011, 0.005], [-0.007, 0.003, -0.011], [0.006, -0.007, 0.029], [0.060, -0.011, -0.016], [0.018, -0.039, -0.043], [-0.008, 0.012, -0.016], [0.030, -0.012, -0.015], [-0.010, 0.020, -0.044], [0.006, 0.001, 0.031], [-0.011, -0.044, 0.001], [-0.006, -0.026, -0.020], [-0.003, 0.004, 0.001], [0.001, 0.000, -0.014], [0.057, -0.033, 0.017], [-0.081, 0.064, 0.051], [-0.003, -0.033, 0.000], [-0.003, -0.015, -0.016], [0.006, 0.031, -0.012], [-0.004, -0.017, -0.006], [0.006, -0.033, 0.031], [-0.065, 0.020, -0.010], [0.080, -0.020, 0.021], [0.016, 0.006, 0.035], [-0.045, -0.010, -0.021], [-0.010, -0.037, 0.035], [-0.007, -0.003, 0.009], [-0.012, 0.047, -0.014], [0.052, -0.106, 0.052], [0.076, -0.038, -0.168], [-0.044, 0.064, 0.038], [-0.081, 0.013, 0.057], [0.014, 0.054, -0.031], [0.013, -0.009, 0.014], [-0.005, -0.032, -0.015], [0.046, 0.041, -0.025], [0.005, 0.020, -0.011], [-0.008, -0.005, -0.004], [0.013, 0.003, 0.013], [-0.004, -0.014, 0.002], [-0.010, -0.025, -0.027], [-0.031, 0.014, -0.008], [0.044, 0.072, -0.038], [0.010, 0.005, -0.003], [0.032, 0.009, -0.089], [0.012, -0.007, -0.084], [-0.005, 0.010, 0.039], [0.012, 0.031, -0.005], [0.034, -0.010, 0.084], [-0.037, -0.014, 0.136], [-0.001, 0.071, -0.060], [-0.121, 0.015, -0.056], [-0.003, 0.131, -0.129], [-0.029, -0.018, 0.015], [0.033, -0.002, 0.000], [-0.047, 0.015, 0.153], [-0.027, -0.010, 0.024], [0.002, -0.017, 0.003], [-0.028, 0.052, -0.033], [-0.014, -0.026, -0.012], [-0.031, 0.018, 0.013], [0.010, -0.053, -0.003], [0.057, -0.042, -0.002]],
  "mulliken_charge": [1.54, -1.04, 0.22, -0.35, -0.95, -0.38, -0.59, -0.58, -0.05, -1.05, 0.37, 0.31, 0.18, 0.35, 0.44, 0.54, 0.19, 0.47, 0.30, 0.17, 0.55, 0.37, 0.26, 0.39, -0.54, -0.53, 0.13, 0.28, 0.31, 0.30, -1.05, -1.35, 2.71, -1.46, -0.94, -0.31, -0.61, 0.19, -0.64, -0.78, 0.98, -0.22, -0.90, 0.50, 0.28, 0.17, 0.47, 0.44, 0.49, 0.42, 0.30, 0.51, -0.04, 0.29, -1.29, 0.96, -1.26, -1.26, 0.68, -0.44, 0.04, 0.46, -1.32, 0.42, 0.38, 0.14, 0.30, 0.02, 0.37, 0.47, 0.49, 0.38, 0.39]
}

=====

[3]
{
  "formula": "C17H68O17",
  "method": "ωB97M-V with the def2-TZVPD basis set",
  "fmax_ha_per_bohr": 0.0756,
  "lumo_energy_ev": -0.0097,
  "homo_energy_ev": -9.3,
  "total_energy_ev": -53528.1288,
  "total_charge": 0,
  "species": ["C", "O", "H", "H", "H", "H", "C", "O", "H", "H", "H", "H", "C", "O", "H", "H", "H", "H", "C", "O", "H", "H", "H", "H", "C", "O", "H", "H", "H", "H", "C", "O", "H", "H", "H", "H", "C", "O", "H", "H", "H", "H", "C", "O", "H", "H", "H", "H", "C", "O", "H", "H", "H", "H", "C", "O", "H", "H", "H", "H", "C", "O", "H", "H", "H", "H", "C", "O", "H", "H", "H", "H", "C", "O", "H", "H", "H", "H", "C", "O", "H", "H", "H", "H", "C", "O", "H", "H", "H", "H", "C", "O", "H", "H", "H", "H", "C", "O", "H", "H", "H", "H"],
  "positions_angstrom": [[-19.96505, -28.68506, -4.29816], [-20.47431, -27.48349, -3.66234], [-20.75994, -29.31179, -4.16730], [-18.98280, -29.04196, -3.85678], [-19.89297, -28.50780, -5.40849], [-20.68128, -27.71200, -2.73329], [-17.51761, -23.72331, 0.11021], [-16.97019, -22.46513, 0.13129], [-17.25902, -24.37683, -0.71855], [-18.57875, -23.50150, -0.00359], [-17.26708, -24.22797, 1.08275], [-17.17895, -21.97193, -0.61607], [-21.86664, -27.94795, 0.14169], [-21.27224, -28.16751, -1.12001], [-21.44290, -28.50373, 0.96322], [-22.90529, -28.18504, 0.12506], [-21.93512, -26.87146, 0.32738], [-20.94076, -29.02371, -1.22893], [-18.82501, -25.15792, -5.25287], [-17.65801, -24.83045, -5.92089], [-18.87005, -24.53730, -4.40252], [-18.84883, -26.21577, -5.04589], [-19.56176, -24.83277, -5.95766], [-17.69450, -24.84397, -6.85550], [-22.52889, -27.05160, -6.46347], [-21.76492, -26.12603, -5.64447], [-23.58171, -26.97925, -6.41158], [-22.24335, -28.05753, -6.19944], [-22.28332, -26.85195, -7.47253], [-21.65281, -26.54145, -4.74664], [-21.39340, -20.26147, -2.94277], [-20.97009, -18.96632, -2.61235], [-21.11574, -20.99969, -2.15895], [-21.00708, -20.59533, -3.84782], [-22.39891, -20.10861, -3.06476], [-20.14655, -19.16903, -2.19663], [-19.24268, -20.44914, -0.35258], [-18.68532, -19.74625, -1.45195], [-18.74320, -20.30701, 0.54755], [-19.33862, -21.48217, -0.47307], [-20.21917, -20.07069, -0.17471], [-17.93874, -20.31857, -1.72950], [-21.07766, -21.16793, 2.10794], [-21.39091, -22.01234, 0.98004], [-20.10190, -21.28672, 2.62917], [-21.94112, -21.35249, 2.87328], [-21.30988, -20.14647, 1.93331], [-21.58111, -22.87061, 1.23688], [-18.92618, -26.50943, 0.72133], [-19.06498, -25.91403, 1.94241], [-19.65911, -26.01940, 0.05845], [-19.19700, -27.53944, 0.85325], [-17.91450, -26.41476, 0.38368], [-18.26084, -26.03096, 2.45393], [-17.69839, -27.61869, -2.16190], [-16.77632, -26.66366, -1.70209], [-17.88713, -27.47037, -3.16663], [-18.64007, -27.55800, -1.66638], [-17.10161, -28.51730, -2.06832], [-15.89935, -26.75229, -2.01748], [-23.45926, -23.25392, -0.74079], [-23.17380, -22.98751, -2.05582], [-24.31108, -23.86624, -0.69142], [-23.73506, -22.37480, -0.19470], [-22.56331, -23.63480, -0.30059], [-23.74848, -22.21400, -2.34189], [-15.99577, -24.26199, -3.48165], [-15.01968, -23.95690, -2.52993], [-15.75240, -25.24922, -3.82074], [-15.86485, -23.62437, -4.36585], [-17.00463, -24.22015, -3.11404], [-14.95633, -24.71273, -1.98167], [-20.48142, -24.68038, -2.01981], [-20.62037, -23.32883, -1.72435], [-20.52440, -24.91940, -3.03583], [-21.17818, -25.36585, -1.45339], [-19.46789, -24.92193, -1.67434], [-21.53873, -22.98994, -1.76285], [-23.11454, -19.71533, -0.22502], [-24.11017, -19.01916, -1.02180], [-22.73626, -20.54088, -0.81538], [-23.47701, -20.27777, 0.63061], [-22.28240, -19.03268, -0.01004], [-24.61431, -19.76133, -1.45353], [-21.96418, -22.97478, -5.00426], [-21.77683, -23.53136, -6.27980], [-21.05714, -23.05336, -4.34246], [-22.71765, -23.35782, -4.32015], [-22.17292, -21.88931, -5.17809], [-21.73654, -24.47844, -6.13614], [-18.49551, -21.86290, -3.70711], [-18.26564, -22.35544, -2.42359], [-19.31608, -22.37337, -4.15103], [-17.59710, -21.73886, -4.37111], [-18.88752, -20.88091, -3.62654], [-19.07527, -22.57703, -2.00242], [-23.77677, -26.29051, -2.23019], [-23.68899, -25.36048, -3.23095], [-23.18425, -27.25333, -2.49209], [-24.76410, -26.48396, -1.90449], [-23.17280, -25.87501, -1.43313], [-23.76289, -24.47440, -2.79233]],
  "forces_ev_per_angstrom": [[1.469, 2.149, -0.556], [0.755, -0.219, 0.126], [-1.551, -2.742, 0.217], [-1.246, 0.331, -0.621], [0.287, 0.075, 1.218], [-0.074, 0.416, -0.495], [-1.094, -0.468, 0.542], [2.556, 0.144, 2.522], [0.563, 0.037, -0.216], [-0.685, -1.074, 0.521], [-0.454, 0.530, -0.939], [-0.560, 0.736, -2.295], [-0.730, 0.671, 0.060], [-0.262, 1.942, -0.021], [0.600, 0.071, 0.150], [-1.012, -0.742, -0.282], [0.852, -0.139, 0.114], [0.569, -2.158, 0.249], [-0.239, 0.011, -1.927], [3.046, 0.498, 1.046], [-0.145, 0.355, 1.281], [-0.387, -0.285, 0.333], [-1.473, -0.345, 0.288], [-0.586, -0.175, -1.149], [1.492, 0.440, 1.063], [-0.891, -1.370, 0.315], [-1.275, 0.451, 0.652], [0.096, -0.506, -0.089], [0.514, 0.109, -1.102], [0.022, 0.637, -1.018], [1.034, 0.295, 1.564], [-0.305, 0.131, -0.093], [-0.441, 0.392, -0.409], [0.880, -0.592, -1.735], [-2.948, -0.548, -0.191], [1.563, 0.721, 0.432], [-0.789, 1.178, -0.423], [1.090, -0.878, 0.350], [1.457, 0.493, 1.568], [-0.133, -1.491, -0.539], [-0.975, 0.434, -0.164], [-0.590, 0.635, -0.248], [-2.560, -1.785, 2.317], [1.315, 3.548, -0.564], [-0.520, -0.214, -0.819], [1.692, -0.047, -0.677], [0.434, 0.885, -1.059], [-0.241, -2.373, 1.253], [-0.635, -0.159, -0.793], [-0.302, 1.354, 2.412], [0.603, -0.389, 0.006], [-0.050, -0.969, -0.567], [0.430, -0.039, -0.792], [-0.081, 0.032, 0.058], [2.588, -0.510, 0.386], [-1.423, 2.004, 1.738], [-0.474, 0.425, -2.262], [-0.305, -0.080, 0.912], [-1.033, -1.196, 0.144], [0.897, -0.693, -0.826], [-0.531, 0.547, 1.600], [-1.205, 2.526, -2.395], [-0.922, -1.494, 0.417], [0.124, 0.685, 0.370], [0.163, -0.741, 0.435], [1.282, -1.356, 0.154], [0.567, -0.091, -1.279], [0.394, 1.598, 0.098], [-0.437, -0.822, -0.649], [-0.159, 0.062, 0.449], [-0.383, 0.128, 0.202], [0.205, -0.799, 1.105], [0.376, -1.073, 2.121], [-0.363, 0.913, 0.486], [-0.405, -0.224, -1.738], [0.443, 0.773, -0.475], [-0.158, -0.204, -0.203], [0.749, -0.407, -0.604], [0.007, -0.134, -1.149], [-0.314, -1.814, 0.265], [0.610, 0.113, -0.319], [-0.520, 0.748, 0.680], [-0.505, -0.171, 0.080], [0.521, 1.482, 0.561], [1.031, 1.684, 0.582], [-0.382, 0.424, 0.371], [-0.404, 0.180, -0.790], [-0.628, -0.544, -0.801], [0.193, -0.806, 0.320], [-0.033, -0.758, -0.020], [0.284, 0.915, -0.708], [2.952, 0.098, -0.123], [-0.166, -0.891, -0.929], [-0.641, -0.920, 0.912], [-0.226, 1.363, 0.042], [-1.695, -0.401, 0.265], [2.812, -1.637, 0.373], [-0.567, 1.580, -1.144], [-1.366, 1.366, 0.078], [-1.182, -0.506, 0.364], [-0.139, -0.347, 1.020], [0.281, -0.990, -0.992]],
  "mulliken_charge": [-1.18, 0.63, 0.61, 0.28, 0.19, -0.05, 0.18, -0.68, 0.07, -0.16, 0.16, 0.37, -0.81, -0.46, 0.41, 0.34, 0.15, 0.17, 0.02, -0.52, -0.38, -0.22, 0.69, 0.33, -0.85, -0.32, 0.28, 0.29, 0.33, 0.03, -1.26, -0.69, -0.11, 0.69, 0.59, 0.54, -0.93, -0.67, 0.35, 0.31, 0.19, 0.45, -1.02, 0.05, 0.30, 0.31, 0.37, 0.18, -0.57, -0.61, -0.26, 0.58, 0.57, 0.36, -0.65, -0.44, 0.32, 0.07, 0.45, 0.28, -0.46, -0.97, 0.49, 0.21, -0.22, 0.23, -0.69, -0.60, 0.44, 0.41, 0.07, 0.30, 1.22, 3.42, -0.43, -0.87, -0.57, -0.90, 0.07, -0.53, -0.49, 0.34, 0.23, 0.28, 0.27, -0.61, -0.46, 0.00, 0.30, 0.41, -1.01, 0.32, 0.21, 0.20, 0.52, -0.75, -0.02, -0.57, 0.05, 0.46, -0.36, 0.38]
}